{"formula": "C16H13BrN4O5OsS", "method": "ωB97M-V/def2-TZVPD", "species": ["Os", "Br", "C", "C", "C", "C", "C", "N", "C", "O", "O", "H", "H", "H", "C", "N", "C", "C", "N", "H", "H", "H", "H", "H", "H", "O", "S", "O", "N", "C", "O", "C", "C", "C", "C", "C", "C", "H", "H", "H", "H"], "positions_angstrom": [[0.1663, -0.3422, 0.6376], [1.5772, 2.7310, 0.7708], [1.3148, 1.8088, 2.3763], [1.7305, 2.3208, 3.5978], [1.5272, 1.5714, 4.7433], [0.9155, 0.3211, 4.6600], [0.5290, -0.1196, 3.4208], [0.7162, 0.6188, 2.3053], [-0.1119, -1.4460, 3.1763], [-0.3739, -2.2673, 3.9727], [-0.3752, -1.6698, 1.8033], [2.2116, 3.2878, 3.6345], [1.8519, 1.9554, 5.7012], [0.7521, -0.3065, 5.5256], [-3.2349, 3.6858, 0.0666], [-2.9989, 2.3903, -0.6140], [-3.8559, 2.0547, -1.7763], [-2.1172, 1.5837, -0.1953], [-1.3084, 0.8231, 0.1911], [-4.2466, 3.6859, 0.4668], [-3.1220, 4.4815, -0.6664], [-2.5146, 3.8139, 0.8691], [-4.8929, 2.0515, -1.4471], [-3.5851, 1.0760, -2.1610], [-3.7075, 2.8131, -2.5418], [4.0047, -0.9429, -3.7054], [3.7359, -1.9427, -2.7343], [4.5500, -3.0862, -2.5437], [3.5778, -1.1462, -1.2297], [2.3812, -1.2281, -0.8598], [1.9598, -0.5783, 0.2773], [1.3873, -1.9335, -1.6908], [0.0353, -2.1452, -1.4892], [-0.6902, -2.8332, -2.4530], [-0.0446, -3.3093, -3.5903], [1.3176, -3.1059, -3.7968], [2.0099, -2.4123, -2.8276], [-0.5243, -1.8780, -0.5578], [-1.7422, -3.0373, -2.3090], [-0.6161, -3.8607, -4.3242], [1.8106, -3.4830, -4.6828]], "mol_weight_g_mol": 643.50, "total_energy_ha": -4274.94134, "charge": 2, "homo_lumo_gap_ev": 6.60}